[1]
Entry from the OMol25 dataset: an isolated molecule of C5H7Br2N (wB97M-V/def2-TZVPD).

```
15
Properties=species:S:1:pos:R:3:forces:R:3
C -1.302 -2.678 0.263 -0.3 -3.9 -1.5
C -1.344 -1.292 -0.038 -0.5 1.6 -0.5
N -0.234 -0.670 0.012 -1.4 -0.3 0.7
C -0.075 0.670 -0.022 0.7 1.1 -1.7
Br -1.623 1.845 -0.164 0.4 -0.2 0.1
C 1.168 1.176 -0.204 -0.5 -0.3 1.5
C 1.656 2.586 -0.133 1.0 -0.4 -0.1
Br 2.551 -0.096 0.064 0.5 0.0 -0.4
H -0.263 -2.859 0.509 0.1 -0.7 0.1
H -1.969 -3.046 1.050 0.1 0.4 0.0
H -1.617 -3.333 -0.676 0.7 1.3 1.7
H -2.342 -0.918 -0.329 0.6 0.7 0.2
H 2.438 2.581 0.727 -1.4 0.5 -1.5
H 0.775 3.220 0.061 0.7 0.1 -0.1
H 2.182 2.816 -1.121 -0.7 0.1 1.4
```
Forces are in eV/Å.

Summary:
Relative energy (zero: lowest compared OMol25 entry of this formula, charge and spin) = 32.3 kJ/mol
2S+1 = 1
HOMO = -8.61 eV
E_tot = -146871.9772 eV
HOMO-LUMO gap = 0.3244 Ha
Net charge = 0
Molecular weight = 240.93 g/mol
Largest force on an atom = 0.081 Eh/bohr
Structure (SMILES) = C/C=N/C(Br)=C(/C)Br

---

[2]
Entry from the OMol25 dataset: a structure of composition IO4V2 (wB97M-V/def2-TZVPD).

```
7
Properties=species:S:1:pos:R:3:forces:R:3
O 0.133 2.541 2.039 -2.0 -1.0 -6.1
V -0.385 2.349 0.434 3.8 -2.7 3.6
O 0.378 1.097 -0.256 -1.5 5.4 2.2
O 1.289 -0.988 0.244 -1.9 -0.3 -0.2
V -0.226 -1.395 -0.099 0.4 2.5 1.1
O -1.197 -0.371 -0.965 0.9 -0.5 1.5
I 0.009 -3.233 -1.396 0.2 -3.3 -2.1
```
Forces are in eV/Å.

Summary:
Relative energy (zero: lowest compared OMol25 entry of this formula, charge and spin) = 362.7 kJ/mol
2S+1 = 1
HOMO = -13.39 eV
E_tot = -67653.0431 eV
HOMO-LUMO gap = 0.2032 Ha
Net charge = +1
Molecular weight = 292.79 g/mol
Largest force on an atom = 0.126 Eh/bohr

---

[3]
Entry from the OMol25 dataset: a cluster of 6 separate species, C29H49IN2O12P in total (wB97M-V/def2-TZVPD).

```
94
Properties=species:S:1:pos:R:3:forces:R:3
C 4.254 1.263 3.515 -1.0 -0.5 -0.7
C 3.582 1.050 2.510 1.1 -1.4 0.7
N 3.078 0.340 1.345 -0.1 0.6 0.1
C 3.706 0.642 0.122 -1.5 -1.9 -2.3
C 3.310 -0.062 -1.166 -0.1 -1.2 3.3
P 4.075 0.275 -2.888 -1.3 0.2 -1.6
N 5.653 1.029 -2.690 -0.5 -0.3 0.5
O 4.325 -1.253 -3.586 -0.1 1.3 1.4
C 2.213 -1.104 -1.091 1.2 2.1 3.2
C 1.563 -1.346 0.269 2.1 1.6 -0.8
C 2.021 -0.603 1.501 -0.6 -1.3 -2.7
C 1.324 -0.894 2.895 -0.1 0.4 -0.3
C 1.817 -2.276 3.543 2.0 0.5 1.3
O 2.784 -2.320 4.277 -2.3 0.4 -1.9
I 0.767 -4.169 3.194 0.1 0.9 -0.1
H 4.784 1.363 4.507 -0.9 0.1 -1.9
H 4.523 1.424 0.104 -1.3 -1.1 0.4
H 5.591 1.837 -2.045 -0.1 -0.7 -0.3
H 5.946 1.456 -3.584 -0.4 -0.6 0.5
H 3.506 -1.499 -4.084 0.5 0.6 0.3
H 1.920 -1.646 -2.032 0.3 0.5 1.3
H 0.738 -2.130 0.306 1.1 1.3 0.3
H 1.553 -0.091 3.672 -0.1 -1.1 -1.2
H 0.191 -0.893 2.750 1.6 -0.2 0.0
O 3.247 3.632 -1.058 -0.1 -0.2 0.6
C 3.004 4.484 -0.232 -0.1 0.3 -0.4
O 2.321 4.163 0.879 0.3 -0.7 0.0
C 2.154 5.041 2.008 -0.2 0.4 0.2
C 0.965 5.957 1.808 -0.1 0.1 -0.2
C 3.373 5.921 -0.475 0.6 0.2 0.3
H 3.075 5.587 2.221 0.0 0.0 -0.1
H 1.969 4.400 2.872 0.1 -0.1 -0.2
H 1.101 6.610 0.944 0.0 0.0 0.1
H 0.807 6.579 2.691 0.1 -0.1 0.0
H 0.061 5.372 1.623 0.1 0.0 0.1
H 2.586 6.400 -1.061 0.0 0.0 0.0
H 4.307 5.948 -1.035 -0.2 -0.1 -0.2
H 3.547 6.489 0.437 -0.2 0.0 0.0
O 2.775 7.071 5.371 -0.2 -0.9 0.2
C 2.301 6.301 6.173 -0.1 0.8 -0.1
O 2.234 4.982 5.891 0.4 -0.2 -0.4
C 1.878 3.967 6.841 -0.3 0.0 0.1
C 0.375 3.797 6.921 -0.1 0.1 0.0
C 1.691 6.804 7.453 0.4 -0.1 0.5
H 2.331 4.166 7.815 -0.1 0.1 -0.1
H 2.325 3.039 6.477 0.1 0.2 -0.1
H -0.114 4.708 7.271 0.1 -0.1 0.1
H 0.116 2.983 7.601 0.0 0.0 0.0
H -0.036 3.575 5.933 0.1 -0.1 0.1
H 0.658 7.100 7.267 0.1 0.0 0.0
H 2.260 7.671 7.789 -0.2 0.1 -0.2
H 1.725 6.082 8.268 -0.2 0.0 -0.1
O -1.774 -2.385 -0.880 -0.3 -0.2 0.3
C -2.147 -3.498 -0.571 0.2 -0.1 0.2
O -3.379 -3.677 -0.076 -0.1 0.5 -0.3
C -3.986 -4.964 0.131 0.0 -0.5 0.2
C -3.602 -5.536 1.480 0.2 0.1 0.1
C -1.212 -4.672 -0.645 0.0 -0.4 -0.5
H -3.758 -5.643 -0.694 0.1 0.1 0.0
H -5.065 -4.799 0.105 0.2 0.3 -0.1
H -2.526 -5.706 1.554 -0.1 -0.1 -0.1
H -4.114 -6.484 1.655 0.0 0.1 0.0
H -3.868 -4.839 2.279 -0.1 -0.1 -0.1
H -0.619 -4.720 0.271 -0.1 0.0 0.0
H -0.547 -4.533 -1.498 0.0 0.1 0.2
H -1.717 -5.623 -0.806 0.0 0.0 0.1
O 1.538 -1.304 -4.571 -0.2 0.3 -0.1
C 0.416 -0.865 -4.426 0.0 0.1 0.3
O -0.044 0.079 -5.254 0.4 -0.3 -0.4
C -1.410 0.521 -5.295 -0.3 0.3 0.2
C -1.662 1.610 -4.272 0.1 0.0 0.2
C -0.431 -1.301 -3.262 -0.3 -0.4 -0.3
H -2.098 -0.321 -5.190 0.1 0.0 0.1
H -1.569 0.926 -6.296 0.3 -0.1 0.0
H -1.502 1.249 -3.254 -0.1 0.0 0.0
H -2.685 1.981 -4.351 0.1 0.0 0.0
H -0.972 2.442 -4.426 -0.1 -0.1 -0.1
H -0.178 -0.695 -2.392 -0.2 0.0 0.0
H -0.214 -2.348 -3.048 0.1 0.2 0.1
H -1.501 -1.246 -3.449 0.0 0.2 0.2
O -3.042 -5.868 -3.103 -0.5 0.1 0.1
C -4.021 -5.419 -3.655 0.3 -0.1 -0.3
O -5.232 -5.936 -3.395 0.1 -0.1 0.6
C -6.470 -5.356 -3.836 -0.2 0.0 -0.3
C -6.821 -5.818 -5.236 0.2 -0.1 -0.2
C -3.891 -4.349 -4.704 -0.1 0.6 0.2
H -6.448 -4.268 -3.746 0.1 0.0 0.0
H -7.235 -5.707 -3.141 0.3 -0.1 0.1
H -6.073 -5.498 -5.964 -0.1 0.1 0.0
H -7.791 -5.421 -5.540 0.0 0.0 0.0
H -6.857 -6.909 -5.278 -0.1 0.1 0.1
H -3.677 -4.815 -5.668 0.0 0.0 0.1
H -3.064 -3.694 -4.429 0.1 -0.2 -0.1
H -4.769 -3.712 -4.792 -0.1 -0.2 -0.2
```
Forces are in eV/Å.

Summary:
2S+1 = 1
HOMO = -10.27 eV
E_tot = -75797.1606 eV
HOMO-LUMO gap = 0.2277 Ha
Net charge = +1
Molecular weight = 775.59 g/mol
Largest force on an atom = 0.079 Eh/bohr